# 1
C39H28Cl6N8O4S3SeSr | wB97M-V/def2-TZVPD

XYZ file:
```
90
Properties=species:S:1:pos:R:3:forces:R:3
H 3.329213 0.767072 2.113013 -0.1 0.1 0.0
C -0.198945 -2.944378 -2.144431 0.2 -0.3 -0.1
H 3.178467 -0.062593 6.534387 0.0 0.0 0.0
C 0.358863 3.685963 -2.011031 -0.1 0.0 -0.1
C -0.749544 2.661969 2.021368 0.1 0.0 0.0
H -4.311149 4.395973 3.289492 0.0 0.0 0.0
Se -2.385818 -1.840410 1.995960 0.1 0.0 0.0
C -0.889147 -1.652339 3.028349 0.3 0.0 0.5
C 0.618960 -0.880726 4.529595 -0.3 0.2 0.0
C -3.522977 1.580406 -3.654733 -0.3 0.1 -0.2
H -1.111382 1.249749 4.466342 0.0 0.1 0.0
N -0.665739 -0.729401 4.010019 0.0 0.2 0.0
N -1.634984 3.474795 2.669880 -0.1 0.1 0.0
S -4.429904 0.163316 -3.391301 -0.1 -0.1 0.0
Sr 0.439883 0.255322 -0.681144 -1.9 1.8 -0.8
H 2.940652 -3.173524 3.568795 0.0 0.1 0.0
N -0.367447 -2.058855 -1.436524 -0.3 -0.4 -0.2
C -5.238448 2.992158 1.942235 0.0 0.0 0.0
Cl 3.012561 -1.033253 -5.807150 0.0 0.0 0.1
O 2.316780 -1.810527 -0.850823 0.1 -0.1 0.6
C 1.198225 -1.943388 3.852363 -0.2 -0.3 -0.2
H -3.728542 -2.482390 -2.176287 0.0 0.0 0.0
S 2.883548 2.712317 3.560184 0.1 -0.1 0.0
C 1.018567 -6.212673 -3.419422 0.0 0.0 0.0
N -0.414577 2.644645 -1.894847 0.0 0.1 -0.1
C 4.851363 0.591190 -2.662373 0.0 0.1 0.1
C 1.309770 3.326196 3.331571 0.0 0.2 0.1
C 2.268568 0.066034 -3.426878 0.4 0.4 0.2
N 0.225006 -2.418528 2.978935 -0.3 -0.1 0.5
H -0.741312 -5.153873 -6.119596 0.0 0.0 0.0
C -2.691663 2.117780 1.294545 0.2 0.0 -0.2
H 0.949455 4.172151 3.899459 0.0 -0.1 0.0
H 4.211463 -1.931657 5.316981 0.0 0.0 0.0
H 0.607673 -7.072978 -5.339338 0.0 0.0 0.0
Cl 0.618466 -0.291114 -3.956005 0.0 0.1 0.0
C -5.048546 1.952014 1.016984 0.0 0.0 0.0
H 2.452711 3.692259 -1.634794 0.0 0.0 0.0
C 2.590055 1.519824 2.362327 -0.2 0.0 0.1
C -1.344774 3.672764 -3.738373 -0.1 0.2 -0.2
H -3.629842 0.691843 -0.006949 0.0 0.0 0.0
H -6.245336 3.312839 2.179476 0.0 0.0 0.0
C -1.604841 0.279163 4.449579 0.0 -0.1 0.0
H -1.976871 0.048287 5.448787 0.0 0.0 0.0
C -0.309621 -5.146258 -5.127239 0.0 0.0 0.0
C -0.516334 -4.060572 -4.293603 0.0 0.0 0.0
C 1.302522 -0.181817 5.509652 0.0 0.1 0.1
H -3.870554 2.348525 -4.328139 0.1 0.0 0.0
N 1.413103 1.586738 1.815069 0.0 0.2 0.1
C 0.045229 -4.063883 -3.017855 -0.2 0.2 0.0
O 3.419257 -1.391019 1.207775 -0.4 -0.2 -0.2
Cl 5.943411 -0.501167 -4.891750 0.0 0.0 0.0
H -1.414583 4.173417 3.355721 0.0 0.0 0.0
S -0.058493 4.713362 -3.329167 0.1 0.1 0.0
H -5.915976 1.486822 0.563633 0.0 0.0 0.0
H -1.097575 -3.207175 -4.620360 0.0 0.0 0.0
Cl 4.119666 1.843729 -0.400151 -0.1 -0.1 0.0
C 0.819570 -5.131716 -2.577544 0.1 0.0 0.2
O 1.975492 -3.263586 1.009085 0.1 0.3 -0.3
H -1.983134 3.875188 -4.585590 0.1 0.0 0.1
H 0.843846 0.640324 6.046027 0.0 0.0 0.0
N -1.325833 1.853178 1.175926 -0.2 -0.2 0.0
C 3.192251 -1.648484 5.087600 -0.1 0.0 0.0
C 2.493564 -2.351108 4.113622 0.1 -0.1 0.0
C -4.167908 3.604116 2.564886 0.0 0.0 0.0
C -2.901050 3.139774 2.222019 0.1 0.1 0.1
H 0.421824 -3.021169 2.195769 -0.1 -0.2 0.1
Cl 2.225257 -1.901671 0.591130 0.6 -0.1 0.0
C -1.394903 2.634394 -2.870612 0.1 -0.3 0.2
H -2.437924 0.298477 3.752011 0.0 0.0 -0.1
N -2.248988 0.434146 -2.107383 -0.1 -0.1 0.0
C 2.606674 -0.584502 5.777221 -0.1 0.0 0.0
C 0.668895 2.597235 2.381401 -0.1 -0.3 -0.2
C -3.491131 -1.659124 -1.499187 0.1 0.1 0.0
C 3.317610 -0.288366 -4.272836 -0.4 -0.2 -0.2
C 3.751957 0.970767 -1.890359 0.0 -0.1 -0.2
C 4.626017 -0.043082 -3.879036 0.0 0.0 0.0
C 2.422611 0.716133 -2.208597 1.0 0.2 -0.7
C -2.400670 1.561626 -2.898907 0.3 -0.1 0.3
H 1.616406 -7.050417 -3.085713 0.0 0.0 0.0
C 1.531210 4.000114 -1.142224 -0.1 -0.1 -0.1
H -4.334240 -1.538251 -0.813968 0.0 0.0 0.0
Cl 6.475492 0.889953 -2.149751 -0.1 0.0 0.0
C -3.785865 1.506456 0.682535 0.0 0.0 0.0
H 1.461398 3.453161 -0.202717 0.0 0.0 0.0
H 1.592425 5.069783 -0.938613 0.0 0.0 0.0
H -2.618115 -1.915447 -0.907703 0.0 0.0 0.0
C 0.453060 -6.221856 -4.687801 0.0 0.0 0.0
C -3.253702 -0.387234 -2.254252 0.1 0.1 -0.1
O 1.078732 -1.071708 1.009595 1.3 -1.2 0.8
H 1.260698 -5.101225 -1.588239 0.0 0.0 0.0
```
Forces are in eV/Å.

Properties
Kohn-Sham gap: 7.31 eV
HOMO level: -7.3 eV
charge: 0

***

# 2
C39H29AsBBeF7N2 | wB97M-V/def2-TZVPD

XYZ file:
```
80
Properties=species:S:1:pos:R:3:forces:R:3
H -3.099988 -5.561988 -1.918386 0.0 0.0 0.0
C -5.082000 3.489179 -3.055382 0.0 0.0 0.0
C 2.985880 -4.168881 2.030391 0.0 0.0 0.0
H -5.813274 4.289201 -3.027596 0.0 0.0 0.0
H 1.287491 -5.944727 -0.304986 0.0 0.0 0.0
F 2.047379 2.510528 -4.008999 0.0 0.0 0.1
H -1.940697 -3.643522 -6.785747 0.0 0.0 0.0
C -0.431809 3.250250 2.460923 0.0 0.0 0.0
C 0.009543 4.558595 2.280202 0.0 0.0 0.0
C 2.066117 -3.154660 2.258600 0.0 0.1 0.0
C -1.527288 -3.682924 5.424600 0.0 0.0 0.0
H -3.324436 -3.464639 6.582291 0.0 0.0 0.0
F 4.036257 2.257706 -2.886898 -0.1 0.1 0.0
H -3.824207 4.315595 -1.521162 0.0 0.0 0.0
H -2.170457 2.510740 -1.594121 0.0 0.0 0.0
C -2.797256 -3.185528 5.677918 0.0 0.0 0.0
C -2.398453 -1.563254 -6.428709 0.0 0.0 0.0
H -0.959599 2.960545 3.361785 0.0 0.0 0.0
H -4.479458 0.551435 -4.634390 0.0 0.0 0.0
C 1.490097 -5.172903 0.428101 0.0 0.0 0.0
H 0.964869 5.883705 0.871577 0.0 0.0 0.0
C -3.418146 -3.760792 -0.796781 0.0 0.0 0.0
C -1.359265 -5.011566 -0.800499 0.0 0.0 0.0
C -5.228105 2.408118 -3.922405 0.1 0.0 0.0
H -0.775851 -5.850883 -1.160987 0.0 0.0 0.0
H -4.431638 -3.626372 -1.152621 0.0 0.0 0.0
H -3.425947 -1.952553 0.354378 0.0 0.0 0.0
H 0.416502 6.311903 3.215896 0.0 0.0 0.0
C -2.699671 -1.954234 3.614485 0.0 0.0 0.0
H -0.499427 1.287614 1.571993 0.0 0.0 0.0
H 3.430370 -5.942162 0.903949 0.0 0.0 0.0
H 0.135647 -3.732389 4.075601 0.0 0.0 0.0
C -2.137640 0.339444 -3.156261 -0.1 0.2 0.0
C -1.554226 -2.995413 0.503832 0.0 0.0 0.0
C 0.857075 3.873617 0.151509 0.0 0.0 0.0
N 0.479796 2.610050 0.354055 0.1 0.0 0.1
B 2.723569 2.702300 -2.831688 0.2 0.0 0.1
C -1.163691 0.359157 -2.122731 -0.1 -0.5 0.2
C -2.854565 -2.823535 0.057442 0.0 0.1 0.0
C 2.699846 -5.168392 1.106899 0.0 0.0 0.0
C -0.799167 -4.091185 0.078170 0.1 0.0 0.1
C 0.849845 -3.165331 1.593290 0.1 0.1 0.0
H -0.333270 5.170566 4.183290 0.0 0.0 0.0
C -2.667952 -4.848789 -1.227659 0.0 0.0 0.0
H -2.733212 0.458763 -5.832011 0.0 0.0 0.0
C -0.178070 2.317638 1.478938 -0.1 0.0 -0.1
H -1.134018 -3.988744 -4.454279 0.0 0.0 0.0
H 1.363959 4.076522 -0.783350 0.1 0.0 0.0
C -0.849819 -3.324510 4.264274 0.0 0.0 0.0
C -2.440378 -0.530671 -5.506000 -0.1 -0.1 0.0
Be 1.050525 1.196991 -0.614507 -0.1 -0.2 0.0
F 2.670145 4.047079 -2.410510 0.0 -0.2 -0.1
C -0.326480 0.356997 -1.216615 0.0 0.3 -0.2
C -3.384844 -2.319629 4.763842 0.0 0.0 0.0
H 3.937392 -4.163207 2.547723 0.0 0.0 0.0
F 3.425951 1.172381 0.753032 0.0 0.0 0.0
C -3.965601 3.493586 -2.217781 0.0 0.0 0.0
C 0.637791 4.872722 1.080233 0.0 0.0 -0.1
As -0.544014 -1.814829 1.684327 -0.2 0.0 0.0
C -4.294213 1.386895 -3.973479 0.0 0.1 0.0
N -0.217947 5.530900 3.250169 0.0 0.0 0.0
F 2.048364 1.913177 -1.756919 0.1 0.2 -0.1
H 2.309740 -2.339258 2.929193 0.0 0.0 0.0
H -3.160005 -1.261478 2.917018 0.0 0.0 0.0
C -3.124995 1.385132 -3.160377 0.1 -0.2 0.0
C -1.958347 -2.833019 -6.066160 0.0 0.1 0.0
C -3.026101 2.482135 -2.257748 0.0 0.1 0.0
C -1.428477 -2.459073 3.340880 0.0 0.0 0.0
C 2.275332 0.438711 0.530180 -0.1 0.1 -0.1
H -2.693671 -1.368007 -7.455766 0.0 0.0 0.0
C -1.515396 -3.019209 -4.758177 0.0 0.1 0.1
H -6.097115 2.358198 -4.573341 0.0 0.0 0.0
C -2.065321 -0.713260 -4.154727 0.0 0.1 0.0
F 1.803653 0.234319 1.844308 0.1 -0.1 0.0
H -1.059801 -4.358099 6.132211 0.0 0.0 0.0
H -1.185500 -2.149885 -2.825534 0.0 0.0 0.0
C 0.550102 -4.178906 0.678435 -0.1 0.0 0.0
C -1.555598 -1.991072 -3.832177 0.1 0.0 0.0
H -4.376934 -1.924655 4.948111 0.0 0.0 0.0
F 2.743188 -0.801166 0.171111 0.0 0.0 0.1
```
Forces are in eV/Å.

Properties
Kohn-Sham gap: 3.79 eV
HOMO level: 0.2 eV
charge: -2

***

For the records above, the corresponding ΔE to the lowest compared entry with this formula, charge and spin values read 105.5, 29.8 kJ/mol.